# C32H35F9NO10PS

A single C32H35F9NO10PS molecule in a non-equilibrium geometry (ωB97M-V/def2-TZVPD, OMol25).

Each line ends with the Löwdin charge.
CARTESIAN COORDINATES (ANGSTROEM)
C (8.9670, 2.0872, 2.0265)  -0.120
O (7.7901, 2.0858, 1.1888)  -0.221
C (7.4930, 0.7206, 0.8155)  -0.232
C (6.7994, 0.7868, -0.6245)  -0.159
C (5.2331, 0.7348, -0.3843)  -0.206
C (4.4250, 1.5561, -1.4994)  -0.190
C (3.4448, 0.5433, -2.2185)  -0.215
C (2.1559, 0.1866, -1.3821)  -0.197
C (0.8183, 0.8324, -1.9783)  -0.183
C (0.4798, 0.0559, -3.3030)  -0.181
C (-0.9122, 0.4427, -3.9580)  -0.127
C (-2.0203, 0.7803, -2.9199)  -0.114
C (-2.5454, 2.1437, -2.8221)  -0.007
C (-3.5542, 2.5056, -1.8257)  -0.269
P (-4.0528, 4.3408, -1.8180)  0.901
C (-2.7965, 5.3223, -2.8056)  -0.298
O (-5.4867, 4.4076, -2.7204)  -0.312
C (-4.1330, 1.5236, -0.8709)  -0.187
S (-5.3650, 1.9571, 0.3703)  0.759
O (-6.4978, 1.0336, 0.4290)  -0.263
O (-5.9207, 3.2987, 0.2812)  -0.301
C (-4.5333, 1.8594, 2.0606)  -0.381
F (-5.5179, 2.2758, 2.9363)  0.098
F (-4.2191, 0.5775, 2.4287)  0.106
C (-3.3257, 2.8770, 2.2389)  -0.292
F (-3.2165, 3.8089, 1.2391)  0.095
F (-3.5502, 3.5912, 3.4046)  0.124
C (-1.9068, 2.1825, 2.3865)  -0.275
F (-1.8184, 1.7160, 3.6709)  0.143
F (-1.7001, 1.2028, 1.4337)  0.125
C (-0.7096, 3.2179, 2.1943)  -0.445
F (0.4291, 2.7211, 2.7697)  0.145
F (-0.9489, 4.4226, 2.7781)  0.157
F (-0.4507, 3.4591, 0.8687)  0.133
C (-3.5933, 0.1431, -0.9808)  -0.012
C (-2.5623, -0.1986, -1.9788)  0.005
C (-1.9872, -1.6658, -2.0113)  -0.261
O (-1.7556, -2.2513, -3.0375)  0.122
C (-1.7930, -2.2881, -0.5924)  0.004
C (-0.6501, -3.1396, -0.2802)  -0.151
O (0.2695, -3.3865, -1.2927)  -0.038
N (1.4106, -4.0648, -0.8286)  0.009
O (2.2781, -3.3251, -0.5789)  0.118
C (-0.5509, -3.6483, 1.0905)  0.067
C (-1.5476, -3.3353, 2.1182)  -0.206
O (-1.5053, -3.7666, 3.4237)  -0.063
C (-0.6113, -4.8751, 3.6384)  -0.133
C (-1.1456, -6.2597, 3.0716)  -0.377
C (-2.7258, -6.2711, 2.9925)  -0.033
O (-0.5026, -6.6679, 1.8612)  -0.061
C (-2.6870, -2.4549, 1.7659)  0.076
C (-2.8143, -1.9479, 0.4226)  -0.045
C (-4.0026, -1.0445, -0.0655)  -0.290
O (-5.1136, -1.3624, 0.2545)  0.143
H (9.0193, 1.1441, 2.6360)  0.086
H (9.8928, 2.1787, 1.4015)  0.092
H (8.8629, 2.9522, 2.7380)  0.093
H (8.4136, 0.0832, 0.8211)  0.114
H (6.7177, 0.3149, 1.5166)  0.117
H (7.1320, 1.6967, -1.1866)  0.110
H (7.1546, -0.1056, -1.2123)  0.110
H (4.9572, 1.1724, 0.6126)  0.109
H (4.9311, -0.3494, -0.4207)  0.107
H (3.9153, 2.4582, -1.0802)  0.109
H (5.1913, 1.8852, -2.2540)  0.098
H (3.1994, 0.9259, -3.2483)  0.100
H (4.0350, -0.4070, -2.3681)  0.109
H (2.0102, -0.9283, -1.4753)  0.078
H (2.2555, 0.3994, -0.2861)  0.114
H (1.0218, 1.9220, -2.1873)  0.123
H (0.0513, 0.7052, -1.1671)  0.102
H (0.5120, -1.0531, -3.1328)  0.103
H (1.2736, 0.2930, -4.0664)  0.112
H (-1.2804, -0.4154, -4.5696)  0.118
H (-0.7502, 1.3734, -4.5730)  0.118
H (-2.1045, 2.8983, -3.5202)  0.095
H (-3.1204, 6.3867, -2.9613)  0.049
H (-1.7836, 5.3481, -2.3199)  0.048
H (-2.6272, 4.9082, -3.8469)  0.033
H (-5.6154, 3.5123, -3.0880)  0.051
H (0.3247, -4.3020, 1.3149)  0.097
H (0.4515, -4.6679, 3.3308)  0.134
H (-0.5649, -5.0158, 4.7562)  0.139
H (-0.8812, -7.0377, 3.8496)  0.142
H (-3.1456, -7.2907, 2.8189)  0.088
H (-3.0076, -5.6230, 2.1212)  0.083
H (-3.0948, -5.8238, 3.9537)  0.097
H (-1.1688, -6.7688, 1.1565)  0.099
H (-3.4418, -2.2169, 2.5533)  0.134

Forces on atoms 1 to 2 (eV/Å):
-0.3854 0.3829 0.4781
1.0396 -1.3088 0.6168

Output
- F_max (hartree/bohr) = 0.0916
- lowest unoccupied orbital energy (eV) = -1.24
- energy above the lowest of the compared OMol25 structures with the same formula, charge and spin (kJ/mol) = 0.0
- SMILES = COCCCCCCCCCc1cc(P(C)O)c(S(=O)(=O)C(F)(F)C(F)(F)C(F)(F)C(F)(F)F)c2c1C(=O)c1c(ON=O)cc(OC[C@@H](C)O)cc1C2=O